(1)
DFT (ωB97M-V with the def2-TZVPD basis set) results for an isolated ion of composition C2H8N3S and charge +1.

**HOMO level**: -0.519 Ha
**Gap between HOMO and LUMO**: 10.06 eV
**Maximum force**: 0.1076 Eh/bohr
**Energy above the lowest of the compared OMol25 structures with the same formula, charge and spin**: 195.30 kJ/mol
**Total charge**: +1

Geometry as XYZ:
```
14
C2H8N3S, DFT ωB97M-V with the def2-TZVPD basis set
C 0.359 1.053 -0.188
C -0.764 -0.932 0.963
N 0.018 1.834 0.807
N -0.292 -0.358 -0.291
N 0.259 -1.198 -1.235
S 1.464 1.456 -1.335
H -1.237 -1.863 0.672
H 0.114 -0.791 1.629
H -1.632 -0.323 1.103
H -0.427 1.309 1.549
H 0.156 2.920 0.794
H -0.470 -1.685 -1.567
H 1.344 0.356 -2.009
H 1.107 -1.777 -0.892
```

Charge distribution, Mulliken scheme, values in e:
1 C 0.606
2 C -1.127
3 N -0.332
4 N 0.206
5 N -0.699
6 S -0.174
7 H 0.363
8 H 0.397
9 H 0.454
10 H 0.239
11 H 0.296
12 H 0.233
13 H 0.272
14 H 0.266

(2)
DFT (ωB97M-V with the def2-TZVPD basis set) results for C12H10AuCl3GeN3O as an isolated structure.

**Spin multiplicity**: 4
**HOMO level (spin up / spin down)**: -0.561 / -0.622 Ha
**Gap between HOMO and LUMO (spin up / spin down)**: 7.84 / 6.21 eV
**⟨S²⟩**: 3.77
**Maximum force**: 0.0085 Eh/bohr
**Energy above the lowest of the compared OMol25 structures with the same formula, charge and spin**: 0.00 kJ/mol
**Total charge**: +2

Geometry as XYZ:
```
31
C12H10AuCl3GeN3O, DFT ωB97M-V with the def2-TZVPD basis set
Au -0.930 -0.045 0.275
O 2.560 -1.326 -1.577
C 1.485 -1.288 -1.058
N 0.921 -0.023 -0.714
C 1.460 1.226 -1.109
C 0.568 2.368 -0.682
C 0.977 3.675 -0.821
C 0.112 4.693 -0.441
C -1.140 4.373 0.060
C -1.487 3.044 0.181
N -0.648 2.063 -0.191
C 0.623 -2.446 -0.705
C 1.071 -3.731 -0.906
C 0.228 -4.783 -0.564
C -1.024 -4.504 -0.049
C -1.411 -3.183 0.125
N -0.603 -2.173 -0.203
H 1.601 1.206 -2.203
H 2.483 1.318 -0.712
H 1.958 3.897 -1.221
H 0.416 5.726 -0.539
H -1.841 5.139 0.360
H -2.449 2.744 0.572
H 2.059 -3.893 -1.317
H 0.551 -5.807 -0.700
H -1.708 -5.296 0.223
H -2.383 -2.928 0.525
Cl -0.167 -1.912 3.458
Ge -0.931 -0.022 2.896
Cl -2.812 0.361 3.754
Cl 0.462 1.528 3.284
```

Charge distribution, Mulliken scheme, values in e:
1 Au 0.676
2 O -0.439
3 C 0.301
4 N 0.009
5 C -0.218
6 C 0.339
7 C -0.674
8 C -0.262
9 C -0.711
10 C -0.128
11 N -0.306
12 C 0.602
13 C -0.473
14 C -0.282
15 C -0.665
16 C -0.136
17 N -0.332
18 H 0.460
19 H 0.501
20 H 0.421
21 H 0.464
22 H 0.422
23 H 0.467
24 H 0.466
25 H 0.481
26 H 0.425
27 H 0.459
28 Cl -0.196
29 Ge 0.695
30 Cl -0.162
31 Cl -0.204

(3)
DFT (ωB97M-V with the def2-TZVPD basis set) results for an isolated ion of composition C5H10N and charge +1.

**HOMO level**: -0.505 Ha
**Gap between HOMO and LUMO**: 7.46 eV
**Maximum force**: 0.1117 Eh/bohr
**Energy above the lowest of the compared OMol25 structures with the same formula, charge and spin**: 358.61 kJ/mol
**Total charge**: +1

Geometry as XYZ:
```
16
C5H10N, DFT ωB97M-V with the def2-TZVPD basis set
C -0.165 -0.462 0.692
C -1.702 0.328 2.459
C 0.511 -0.035 -0.605
C 1.137 -1.186 -1.336
C 0.313 1.227 -1.227
N -1.161 0.403 1.306
H 0.758 -0.593 1.369
H -0.794 -1.475 0.460
H -1.418 -0.403 3.148
H -2.241 1.100 2.750
H 1.292 -2.034 -0.792
H 2.052 -0.890 -1.716
H 0.563 -1.166 -2.351
H 1.141 1.914 -1.182
H -0.463 1.982 -0.708
H 0.177 1.289 -2.267
```

Charge distribution, Mulliken scheme, values in e:
1 C -0.449
2 C -0.309
3 C 0.902
4 C -1.257
5 C -1.173
6 N -0.384
7 H 0.374
8 H 0.370
9 H 0.258
10 H 0.320
11 H 0.436
12 H 0.459
13 H 0.369
14 H 0.378
15 H 0.335
16 H 0.371

(4)
DFT (ωB97M-V with the def2-TZVPD basis set) results for a 12-piece molecular cluster, C6H35NO12 overall.

**HOMO level**: -0.344 Ha
**Gap between HOMO and LUMO**: 9.33 eV
**Maximum force**: 0.1461 Eh/bohr
**Energy above the lowest of the compared OMol25 structures with the same formula, charge and spin**: 722.86 kJ/mol

Geometry as XYZ:
```
54
C6H35NO12, DFT ωB97M-V with the def2-TZVPD basis set
C -0.844 -1.064 -0.809
N -1.560 -0.081 0.143
C -1.639 -0.847 1.455
C -1.966 0.279 2.511
O -2.106 1.489 2.319
C -0.371 -0.464 -2.172
C 2.117 -0.198 -2.468
C 0.749 0.491 -2.149
H -1.619 -1.866 -0.979
H 0.121 -1.341 -0.335
H -0.990 0.723 0.217
H -0.767 -1.342 1.620
H -2.519 -1.537 1.491
H -2.158 0.021 3.596
H 0.062 -1.250 -2.916
H -1.306 0.067 -2.586
H 2.285 -0.846 -3.230
H 2.381 -0.934 -1.664
H 2.795 0.735 -2.639
H 0.559 1.275 -2.893
H 1.092 1.177 -1.250
H -2.834 2.145 0.478
H -3.524 1.546 -0.515
O -3.269 2.432 -0.258
H 0.148 -4.088 1.882
H -0.880 -3.704 0.878
O -0.110 -3.340 1.451
H -1.286 -3.584 -1.399
H -2.416 -4.371 -0.672
O -1.567 -4.225 -0.817
H 1.288 -0.217 0.370
H 1.509 1.270 0.420
O 1.033 0.576 0.812
H -0.341 2.216 1.695
H 0.188 3.373 2.558
O 0.016 3.168 1.605
H -0.078 3.432 -1.317
H 1.230 4.120 -1.337
O 0.905 3.321 -1.452
H 2.642 3.377 1.115
H 1.997 2.867 -0.086
O 2.725 2.605 0.551
H 0.459 -1.372 3.411
H 1.359 -0.229 3.411
O 0.754 -0.644 3.967
H 2.610 -2.215 0.870
H 1.137 -2.471 0.637
O 1.906 -1.956 0.317
H 1.563 -2.900 -1.039
H 1.977 -4.227 -1.714
O 1.266 -3.758 -1.529
H -2.253 4.265 -0.870
H -1.163 3.691 -0.003
O -1.305 4.406 -0.684
```

Charge distribution, Mulliken scheme, values in e:
1 C 1.759
2 N -0.118
3 C 0.243
4 C -0.012
5 O -0.504
6 C -1.001
7 C -1.316
8 C 0.790
9 H 0.572
10 H -1.565
11 H 0.201
12 H -0.259
13 H 0.351
14 H 0.280
15 H 0.264
16 H 0.321
17 H 0.590
18 H 0.067
19 H 0.282
20 H 0.487
21 H -0.799
22 H 0.308
23 H 0.336
24 O -0.660
25 H 0.242
26 H 0.236
27 O -0.526
28 H 0.351
29 H 0.266
30 O -0.607
31 H 0.188
32 H 0.228
33 O -0.464
34 H 0.250
35 H 0.277
36 O -0.640
37 H 0.460
38 H 0.310
39 O -0.731
40 H 0.307
41 H 0.282
42 O -0.640
43 H 0.281
44 H 0.310
45 O -0.645
46 H 0.289
47 H 0.165
48 O -0.703
49 H 0.369
50 H 0.210
51 O -0.610
52 H 0.344
53 H 0.337
54 O -0.752

(5)
DFT (ωB97M-V with the def2-TZVPD basis set) results for an isolated ion of composition C5H9N2 and charge +1.

**HOMO level**: -0.482 Ha
**Gap between HOMO and LUMO**: 9.45 eV
**Maximum force**: 0.0813 Eh/bohr
**Energy above the lowest of the compared OMol25 structures with the same formula, charge and spin**: 570.86 kJ/mol
**Total charge**: +1

Geometry as XYZ:
```
16
C5H9N2, DFT ωB97M-V with the def2-TZVPD basis set
C -0.854 -0.824 0.209
C 1.876 -0.408 0.498
C 1.928 -0.371 -1.073
C 0.477 -0.410 0.079
C -1.325 1.615 -0.434
N -0.703 0.471 0.238
N -1.758 -1.719 0.185
H 2.418 -1.348 0.839
H 2.279 0.392 1.147
H 1.836 0.478 -1.703
H 2.144 -1.309 -1.687
H -2.033 2.248 0.267
H -0.671 2.273 -0.832
H -1.806 1.133 -1.229
H -1.664 -2.715 0.362
H -2.638 -1.180 0.267
```

Charge distribution, Mulliken scheme, values in e:
1 C 0.451
2 C -0.370
3 C -0.581
4 C 0.058
5 C -0.754
6 N -0.140
7 N -0.305
8 H 0.242
9 H 0.275
10 H 0.311
11 H 0.252
12 H 0.241
13 H 0.353
14 H 0.382
15 H 0.277
16 H 0.308

(6)
DFT (ωB97M-V with the def2-TZVPD basis set) results for C8H16Cl2OSi as an isolated structure.

**HOMO level**: -0.348 Ha
**Gap between HOMO and LUMO**: 9.82 eV
**Maximum force**: 0.1081 Eh/bohr
**Energy above the lowest of the compared OMol25 structures with the same formula, charge and spin**: 232.23 kJ/mol

Geometry as XYZ:
```
28
C8H16Cl2OSi, DFT ωB97M-V with the def2-TZVPD basis set
C 1.809 0.083 -0.127
C 2.607 0.784 -0.877
C 2.173 1.911 -1.708
C 2.587 -0.651 2.161
C -2.221 -0.335 1.171
C -1.426 -1.754 -1.313
C -2.411 1.208 -1.395
C 1.790 -0.963 0.894
O 0.085 0.659 -0.464
Si -1.366 -0.091 -0.485
Cl 4.274 0.537 -0.967
Cl 2.719 -2.215 0.074
H 1.747 1.594 -2.606
H 1.500 2.471 -1.101
H 3.119 2.502 -1.910
H 2.184 0.303 2.496
H 2.347 -1.248 3.109
H 3.761 -0.718 1.919
H -1.888 0.470 1.755
H -3.245 -0.361 1.102
H -1.903 -1.302 1.599
H -1.058 -2.377 -0.410
H -2.369 -2.115 -1.604
H -0.630 -1.797 -2.106
H -1.960 2.251 -1.679
H -2.795 0.847 -2.333
H -3.251 1.498 -0.855
H 0.730 -1.376 1.136
```

Charge distribution, Mulliken scheme, values in e:
1 C -0.491
2 C 1.026
3 C -1.133
4 C -1.159
5 C -1.154
6 C -0.926
7 C -1.318
8 C 0.717
9 O -0.552
10 Si 0.376
11 Cl -0.175
12 Cl -0.161
13 H 0.242
14 H 0.315
15 H 0.396
16 H 0.315
17 H 0.337
18 H 0.265
19 H 0.286
20 H 0.441
21 H 0.322
22 H 0.204
23 H 0.455
24 H 0.255
25 H 0.242
26 H 0.402
27 H 0.427
28 H 0.045